No. 1
Entry from OMol25: C33H30BrMoN7O3S as an isolated structure (ωB97M-V/def2-TZVPD).

Computed properties:
Multiplicity: 3
DFT total energy, eV: -134017.7170

CARTESIAN COORDINATES (ANGSTROEM)
1 Mo -0.8126 -0.1431 0.0793
2 O -1.8209 -4.1091 0.8117
3 C -1.8429 -2.9100 0.5604
4 N -1.2808 -1.8813 1.2107
5 C -0.5962 -2.0488 2.4440
6 C -0.4552 -3.2209 3.1725
7 C 0.2478 -3.1787 4.3755
8 C 0.7914 -1.9920 4.8416
9 C 0.6313 -0.8103 4.1234
10 C -0.0714 -0.8492 2.9303
11 N -0.4197 0.2524 2.1235
12 C -0.5189 1.4963 2.6169
13 O -0.1184 1.9562 3.6770
14 C -1.3859 2.3356 1.7170
15 C -1.8326 3.5761 2.1248
16 C -2.7267 4.2539 1.3193
17 C -3.1430 3.6710 0.1301
18 C -2.6397 2.4325 -0.2119
19 N -1.7826 1.7667 0.5716
20 C -2.6738 -2.4289 -0.6140
21 C -3.3714 -3.3399 -1.3809
22 C -4.2258 -2.8593 -2.3566
23 C -4.3525 -1.4886 -2.5209
24 C -3.5799 -0.6513 -1.7407
25 N -2.7448 -1.1034 -0.7992
26 H -0.8706 -4.1430 2.8018
27 H 0.3715 -4.0901 4.9458
28 H 1.3431 -1.9756 5.7722
29 H 1.0352 0.1250 4.4756
30 H -1.4646 3.9532 3.0684
31 H -3.1022 5.2260 1.6117
32 H -3.8372 4.1608 -0.5369
33 H -2.8880 1.9738 -1.1538
34 H -3.2427 -4.3896 -1.1609
35 H -4.7943 -3.5417 -2.9750
36 H -5.0196 -1.0608 -3.2552
37 H -3.6292 0.4158 -1.8879
38 C 5.2227 3.2890 1.9023
39 C 3.7831 3.1950 1.4875
40 C 2.9071 4.2684 1.6288
41 C 1.6045 4.0526 1.2378
42 N 1.1799 2.8977 0.7376
43 C 2.0840 1.9176 0.6669
44 S 1.6434 0.3681 -0.0260
45 N 3.3755 2.0250 1.0122
46 H 5.5912 4.3129 1.8509
47 H 5.8359 2.6458 1.2754
48 H 5.3305 2.9465 2.9332
49 H 3.2324 5.2211 2.0208
50 H 0.8630 4.8420 1.3253
51 C 3.2813 -3.6555 -1.5590
52 N 2.0825 -3.1120 -0.9366
53 C 1.7315 -3.5735 0.4038
54 C 1.3435 -2.1812 -1.5277
55 C 1.8148 -1.6028 -2.8309
56 O 0.2669 -1.8176 -0.9999
57 H 3.4780 -4.6294 -1.1161
58 H 4.1455 -3.0108 -1.3869
59 H 3.1470 -3.7920 -2.6286
60 H 2.6473 -3.8927 0.8972
61 H 1.0166 -4.3967 0.3680
62 H 1.3017 -2.7548 0.9681
63 H 2.8834 -1.3981 -2.8031
64 H 1.2786 -0.6807 -3.0198
65 H 1.6228 -2.3058 -3.6459
66 Br -0.7278 2.5638 -6.2998
67 C -0.7247 1.8275 -4.5576
68 C -0.4182 2.6304 -3.4721
69 C -0.4323 2.0805 -2.1955
70 C -0.7408 0.7353 -1.9569
71 C -1.0199 -0.0366 -3.0896
72 C -1.0206 0.4884 -4.3780
73 H -0.1597 3.6708 -3.6181
74 H -0.1417 2.7164 -1.3656
75 H -1.2410 -1.0945 -2.9832
76 H -1.2442 -0.1403 -5.2299

---

No. 2
Entry from OMol25: one molecule with the formula C23H26N6O3S (ωB97M-V/def2-TZVPD).

Computed properties:
SMILES: CCOC(=O)Cn1nnnc1CN(Cc1cccs1)Cc1cc2cc(C)cc(C)c2[nH]c1=O
Energy above the lowest of the compared OMol25 structures with the same formula, charge and spin, kcal per mole: 36.5

CARTESIAN COORDINATES (ANGSTROEM)
1 C -2.4117 -3.3428 1.4089
2 C -1.8774 -1.9482 1.1234
3 H -1.6467 -1.4149 2.0476
4 H -2.5953 -1.3710 0.5331
5 O -0.6367 -2.0180 0.4133
6 C -0.6801 -2.0780 -0.9135
7 O -1.6796 -1.9845 -1.5744
8 C 0.7135 -2.2483 -1.5081
9 N 1.6640 -2.7137 -0.5486
10 C 2.3442 -2.0471 0.4201
11 N 3.0616 -2.9269 1.0786
12 N 2.8155 -4.1066 0.5235
13 N 1.9956 -4.0039 -0.4342
14 C 2.2636 -0.5869 0.6638
15 N 2.4116 0.1409 -0.5831
16 C 1.8838 1.4969 -0.5151
17 C 0.3842 1.4395 -0.5443
18 C -0.4009 1.6933 0.5248
19 C -1.8188 1.5304 0.4768
20 C -2.6421 1.7432 1.5900
21 C -3.9974 1.5155 1.5184
22 C -4.5405 1.0552 0.3121
23 C -3.7715 0.8369 -0.8108
24 C -2.3900 1.0908 -0.7309
25 N -1.5705 0.8991 -1.8085
26 C -0.2032 1.0100 -1.8104
27 O 0.4333 0.7454 -2.8189
28 H -1.9772 0.5396 -2.6637
29 C -4.3677 0.3066 -2.0789
30 H -5.4329 0.1335 -1.9531
31 H -3.8930 -0.6376 -2.3478
32 H -4.2306 1.0106 -2.8998
33 H -5.6027 0.8613 0.2654
34 C -4.8957 1.7389 2.6959
35 H -5.6312 2.5094 2.4683
36 H -5.4366 0.8258 2.9404
37 H -4.3259 2.0509 3.5670
38 H -2.1925 2.0859 2.5105
39 H 0.0401 2.0133 1.4602
40 H 2.2249 2.0195 -1.4112
41 H 2.2344 2.0427 0.3745
42 C 3.7525 0.0629 -1.1536
43 C 4.7705 0.9291 -0.4813
44 C 5.1722 2.1786 -0.8453
45 C 6.1219 2.7389 0.0377
46 C 6.4279 1.9092 1.0659
47 S 5.5654 0.4249 0.9765
48 H 7.1076 2.0723 1.8783
49 H 6.5563 3.7138 -0.0931
50 H 4.8118 2.6808 -1.7258
51 H 3.6684 0.3585 -2.2040
52 H 4.0677 -0.9832 -1.1116
53 H 1.2727 -0.3638 1.0727
54 H 3.0193 -0.3254 1.4209
55 H 0.6549 -2.9761 -2.3213
56 H 1.0405 -1.2811 -1.9116
57 H -3.3132 -3.2698 2.0099
58 H -1.6694 -3.9265 1.9477
59 H -2.6487 -3.8498 0.4766

---

No. 3
Entry from OMol25: an isolated ion of composition C7H8NO4 and charge -1 (ωB97M-V/def2-TZVPD).

Computed properties:
SMILES: C=C[C@@]1(C(N)=O)O[C@]1(C)C(=O)[O-]
Energy above the lowest of the compared OMol25 structures with the same formula, charge and spin, kcal per mole: 26.6
Charge: -1

CARTESIAN COORDINATES (ANGSTROEM)
1 C -2.5394 0.5345 0.5128
2 C -1.5998 0.7333 -0.4178
3 C 0.5966 1.7851 -0.1771
4 C 1.9825 -0.9865 -0.2640
5 C -0.2241 0.5195 -0.0624
6 C 0.4560 -0.8926 -0.0124
7 C -0.3607 -2.0841 -0.3809
8 N 1.5676 1.8911 0.7261
9 O 2.3679 -1.8178 -1.0706
10 O 0.2417 2.4782 -1.1389
11 O 2.6454 -0.3902 0.5996
12 O 0.0434 -0.1768 1.1754
13 H -3.5927 0.5054 0.2830
14 H -2.0744 0.4180 1.5384
15 H -1.9095 0.7708 -1.4592
16 H -0.4158 -2.8367 0.3750
17 H 0.0883 -2.3479 -1.3149
18 H -1.3765 -1.8040 -0.6490
19 H 1.9727 0.9966 1.0120
20 H 2.1309 2.7040 0.7249

---

No. 4
Entry from OMol25: a 2-piece molecular cluster, C7H9BrF3NOS overall (ωB97M-V/def2-TZVPD).

Computed properties:
Multiplicity: 3
DFT total energy, eV: -99966.9867

CARTESIAN COORDINATES (ANGSTROEM)
1 C 1.0299 0.1448 -0.6841
2 C 1.5074 -0.9847 -0.2895
3 C -3.1736 -0.1647 1.6185
4 C 1.5348 0.8959 -1.8318
5 C 1.1123 -1.8766 0.8363
6 C 1.1507 2.1261 1.2431
7 C -2.8934 -0.6051 -0.7606
8 N -2.8161 -0.0727 0.4707
9 O -3.5652 -0.0243 2.6855
10 F -1.7196 -0.7699 -1.3429
11 F -3.4229 -1.8145 -0.7981
12 F -3.7295 0.1782 -1.5205
13 S -0.0842 0.9612 0.4261
14 Br 2.9182 -1.8196 -1.3635
15 H 1.4309 1.9304 -1.5139
16 H 2.7015 0.8220 -1.9623
17 H 0.9994 0.5938 -2.7632
18 H 0.7056 -2.7679 0.2903
19 H 1.9355 -2.2511 1.5044
20 H 0.2756 -1.4672 1.6135
21 H 1.2608 1.7162 2.2880
22 H 0.7847 3.1421 1.2252
23 H 2.0570 2.1076 0.6286

---

No. 5
Entry from OMol25: C6H19BCl2CoNO2 as an isolated structure (ωB97M-V/def2-TZVPD).

Computed properties:
Energy above the lowest of the compared OMol25 structures with the same formula, charge and spin, kcal per mole: 13.2
Multiplicity: 4
Charge: -1

CARTESIAN COORDINATES (ANGSTROEM)
1 Co -2.8753 -8.4200 7.5685
2 B -3.2818 -7.8895 5.4664
3 H -2.6801 -6.9432 5.8108
4 H -4.2334 -8.0234 6.1293
5 H -3.7033 -7.8139 4.3870
6 H -2.4745 -8.7308 5.4887
7 Cl -4.2195 -10.3914 7.6369
8 Cl -0.4735 -8.5775 7.6650
9 C -2.1631 -9.5825 10.6193
10 O -2.8622 -8.6743 9.7816
11 C -3.6413 -7.7541 10.4854
12 C -4.4477 -6.9368 9.4920
13 N -3.6200 -6.5608 8.3075
14 C -2.4484 -5.7555 8.7157
15 C -2.8163 -4.3472 9.2529
16 O -3.7483 -3.7659 8.3529
17 C -4.6702 -2.9178 8.9913
18 H -1.5122 -9.0161 11.2915
19 H -1.5263 -10.1876 9.9795
20 H -2.9080 -10.2104 11.1120
21 H -2.9908 -7.1439 11.1349
22 H -4.3562 -8.2692 11.1453
23 H -4.9135 -6.1095 10.0311
24 H -5.1825 -7.6614 9.1326
25 H -4.1972 -5.8513 7.8608
26 H -1.8073 -5.5894 7.8508
27 H -1.8392 -6.2219 9.4889
28 H -1.8812 -3.7844 9.3018
29 H -3.2272 -4.4247 10.2639
30 H -5.1534 -3.4618 9.8105
31 H -5.4484 -2.5744 8.3119
32 H -4.2241 -2.0097 9.4114

---

No. 6
Entry from OMol25: C50H73FGaO4S2 as an isolated structure (ωB97M-V/def2-TZVPD).

Computed properties:
Charge: -1
DFT total energy, eV: -137978.8813

CARTESIAN COORDINATES (ANGSTROEM)
1 C 3.1777 0.5470 2.5568
2 C 3.3234 1.0195 0.9589
3 C 4.0652 2.4574 0.8407
4 O 3.3161 3.6586 1.1220
5 C 1.8697 3.5274 1.1741
6 Ga 0.9345 3.2796 -0.6809
7 C 2.1566 2.5676 -2.1757
8 C 1.7847 0.9982 -2.6182
9 C 3.1417 0.0443 -2.6915
10 C 2.7060 -1.4081 -1.9962
11 C 1.5993 -2.2059 -2.9238
12 C 0.1562 -2.4643 -2.1482
13 C -1.0492 -1.5097 -2.7293
14 C -2.4891 -2.2760 -2.9297
15 C -3.5793 -1.9726 -1.7094
16 C -4.9349 -1.2058 -2.2298
17 C -5.5236 -0.0765 -1.1903
18 C -6.0525 -0.7394 0.2481
19 O -4.8936 -0.8549 1.1469
20 C -5.1148 -0.1791 2.4352
21 C 0.0961 5.0857 -1.3767
22 S -1.5572 5.4725 -0.5859
23 C -2.8473 5.9952 -1.8374
24 C -4.3175 5.9155 -1.0467
25 S -0.9253 1.9090 -0.2644
26 O -1.8484 2.4994 0.8627
27 O -0.4875 0.4958 0.2761
28 F -1.8288 1.8211 -1.7317
29 H 2.8128 -0.5882 2.4990
30 H 4.2151 0.5347 3.1078
31 H 2.3592 1.1467 3.1388
32 H 4.0657 0.2100 0.4886
33 H 2.3169 0.8959 0.3777
34 H 4.5862 2.5050 -0.2321
35 H 4.9849 2.4299 1.6031
36 H 1.4579 2.7732 2.0034
37 H 1.4629 4.5879 1.5503
38 H 1.9459 3.2048 -3.1631
39 H 3.3075 2.6444 -1.9874
40 H 1.1039 0.5255 -1.7921
41 H 1.1776 0.9563 -3.6295
42 H 3.4032 -0.0912 -3.8333
43 H 4.0611 0.5344 -2.1357
44 H 3.6897 -2.0464 -1.8091
45 H 2.2431 -1.2007 -0.9331
46 H 2.0478 -3.2810 -3.1654
47 H 1.4724 -1.6684 -3.9632
48 H 0.2699 -2.2084 -0.9922
49 H -0.1114 -3.6045 -2.2246
50 H -1.2197 -0.6546 -1.9491
51 H -0.7161 -1.0727 -3.7630
52 H -2.9786 -1.8280 -3.9040
53 H -2.3888 -3.4301 -3.0994
54 H -3.0582 -1.3758 -0.8249
55 H -3.9372 -3.0183 -1.2623
56 H -4.7584 -0.6586 -3.2697
57 H -5.7761 -2.0176 -2.3880
58 H -6.4954 0.3937 -1.6984
59 H -4.7688 0.8016 -0.9761
60 H -6.9183 -0.0579 0.6451
61 H -6.5368 -1.8148 0.0780
62 H -5.4874 -0.9277 3.2682
63 H -4.0679 0.2956 2.7498
64 H -5.8697 0.7240 2.3937
65 H 0.0168 5.1291 -2.5433
66 H 0.8385 5.9588 -1.0472
67 H -2.9586 5.2971 -2.7696
68 H -2.7206 7.1248 -2.1484
69 H -4.8696 6.9564 -1.0513
70 H -5.0119 5.0608 -1.5021
71 H -4.1413 5.6313 0.0987
72 C 1.1249 -7.6397 -3.6273
73 C 0.1441 -8.4980 -3.1312
74 C -1.1986 -8.1238 -3.1758
75 C -1.5616 -6.8943 -3.7261
76 C -0.5811 -6.0376 -4.2257
77 C 0.7624 -6.4078 -4.1726
78 H 2.1715 -7.9302 -3.5893
79 H 0.4265 -9.4590 -2.7086
80 H -1.9620 -8.7899 -2.7830
81 H -2.6084 -6.6046 -3.7654
82 H -0.8644 -5.0801 -4.6560
83 H 1.5265 -5.7378 -4.5568
84 C 7.2836 -0.2312 6.6637
85 C 6.7619 0.9835 7.1075
86 C 6.4642 1.9919 6.1914
87 C 6.6792 1.7816 4.8290
88 C 7.1975 0.5654 4.3849
89 C 7.5039 -0.4396 5.3020
90 H 7.5187 -1.0156 7.3784
91 H 6.5879 1.1447 8.1685
92 H 6.0639 2.9407 6.5382
93 H 6.4427 2.5655 4.1144
94 H 7.3635 0.4011 3.3230
95 H 7.9128 -1.3849 4.9561
96 C -8.3164 -1.9649 6.2879
97 C -8.8381 -0.7502 6.7318
98 C -9.1358 0.2582 5.8156
99 C -8.9208 0.0479 4.4532
100 C -8.4025 -1.1683 4.0091
101 C -8.0961 -2.1732 4.9262
102 H -8.0813 -2.7493 7.0026
103 H -9.0121 -0.5889 7.7927
104 H -9.5361 1.2070 6.1624
105 H -9.1573 0.8318 3.7386
106 H -8.2365 -1.3326 2.9472
107 H -7.6872 -3.1185 4.5804
108 C 8.9481 -5.1592 2.4393
109 C 8.7435 -4.1189 3.3454
110 C 8.9546 -4.3282 4.7079
111 C 9.3802 -5.5763 5.1637
112 C 9.5884 -6.6154 4.2572
113 C 9.3684 -6.4087 2.8956
114 H 8.7802 -4.9966 1.3779
115 H 8.4185 -3.1445 2.9893
116 H 8.7886 -3.5194 5.4143
117 H 9.5495 -5.7382 6.2249
118 H 9.9217 -7.5875 4.6124
119 H 9.5253 -7.2200 2.1903
120 C -2.7371 5.8984 -5.9316
121 C -3.9520 6.1720 -6.5593
122 C -4.3536 7.4927 -6.7575
123 C -3.5348 8.5409 -6.3364
124 C -2.3182 8.2673 -5.7121
125 C -1.9209 6.9465 -5.5055
126 H -2.4260 4.8690 -5.7742
127 H -4.5867 5.3552 -6.8936
128 H -5.3033 7.7055 -7.2406
129 H -3.8453 9.5702 -6.4952
130 H -1.6794 9.0843 -5.3854
131 H -0.9756 6.7337 -5.0141

---

No. 7
Entry from OMol25: one molecule with the formula C19H19N3O (ωB97M-V/def2-TZVPD).

Computed properties:
SMILES: CC(=O)Nc1ccccc1-c1cccc2c3c([nH]c12)CCNC3
Energy above the lowest of the compared OMol25 structures with the same formula, charge and spin, kcal per mole: 23.3

CARTESIAN COORDINATES (ANGSTROEM)
1 O 4.2003 -1.7993 -1.7928
2 C 3.0803 -2.1612 -1.4245
3 C -1.7023 0.1960 1.9886
4 C -0.7620 1.1871 1.9587
5 C 1.1666 2.3483 -3.6027
6 C -2.4249 -1.7823 -1.1069
7 C 2.4172 1.7385 -3.6766
8 C -2.6065 -1.3774 0.2398
9 C 0.1859 1.6621 -2.8339
10 C -1.4420 -1.2024 -1.9163
11 C 2.7255 0.5647 -2.9427
12 C -1.7715 -0.3699 0.7149
13 C 0.4629 0.4398 -2.1930
14 C -0.6417 -0.1744 -1.4124
15 C 1.7269 -0.1547 -2.2340
16 C -0.8173 0.2198 -0.0820
17 N 1.9222 -1.4149 -1.5903
18 N -0.2027 1.1567 0.6736
19 N -2.0599 0.6218 4.3762
20 C 2.9957 -3.4509 -0.5740
21 C -2.5733 -0.0754 3.1779
22 C -0.5274 2.0839 3.1960
23 C -1.6933 1.9911 4.1451
24 H 1.0223 3.2901 -4.1368
25 H -3.1453 -2.4796 -1.5244
26 H 3.1981 2.2226 -4.2203
27 H -3.3663 -1.7969 0.8695
28 H -0.7891 2.1063 -2.7378
29 H -1.3446 -1.5244 -2.9310
30 H 3.7358 0.2073 -2.9412
31 H 1.1153 -1.7985 -1.1570
32 H 0.6065 1.6944 0.3489
33 H -1.2540 0.1156 4.7466
34 H 2.5631 -4.2577 -1.1733
35 H 2.3177 -3.2784 0.2475
36 H 3.9795 -3.7401 -0.1774
37 H -3.6295 0.2157 2.9747
38 H -2.5606 -1.1384 3.3924
39 H 0.3794 1.7680 3.7049
40 H -0.4498 3.1450 2.8629
41 H -2.5465 2.4959 3.6701
42 H -1.4909 2.5059 5.0929

---

No. 8
Entry from OMol25: C16H28IO2P2Zr as an isolated structure (ωB97M-V/def2-TZVPD).

Computed properties:
Charge: +3
DFT total energy, eV: -49072.6119

CARTESIAN COORDINATES (ANGSTROEM)
1 C 0.0640 0.0229 -6.3412
2 C 0.0787 1.1592 -5.4758
3 H 0.0644 0.3373 -7.4061
4 H -0.8556 -0.5557 -6.1220
5 H 0.9727 -0.5746 -6.1268
6 O 0.0900 2.1281 -4.8360
7 I 0.0073 -1.3367 -2.8705
8 Zr 0.0794 -0.4504 -0.3629
9 P 2.6785 0.0280 -0.4518
10 C 3.2705 1.4873 0.4548
11 C 3.7552 -1.3043 0.2199
12 H 4.7875 -1.1032 -0.1059
13 H 4.4922 -0.0299 -2.0373
14 H 3.4160 -2.2734 -0.1768
15 H 2.9091 -0.3624 -2.8179
16 H 2.9088 1.4692 1.4864
17 H 3.6975 -1.3224 1.3185
18 C 3.4348 0.2635 -2.0897
19 H 4.3682 1.5054 0.4544
20 H 3.3432 1.3127 -2.3906
21 H 2.8781 2.3949 -0.0144
22 P -2.5164 0.0415 -0.3320
23 C -3.0330 1.4840 0.6642
24 C -3.3299 0.3513 -1.9331
25 H -3.2654 -2.2359 -0.0443
26 H -4.6204 -1.0640 0.0529
27 H -3.5024 -1.2884 1.4538
28 C -3.5868 -1.2684 0.3598
29 H -2.8507 -0.2677 -2.6990
30 H -4.3914 0.0822 -1.8456
31 H -4.1321 1.5579 0.6735
32 H -2.5951 2.4012 0.2509
33 H -3.2263 1.4062 -2.2118
34 H -2.6596 1.3676 1.6891
35 C 0.1083 1.5863 0.2924
36 O 0.1290 2.6833 0.7293
37 C 0.1607 -1.8403 1.3668
38 C -0.0660 -1.1072 2.6834
39 C 0.9086 -0.2234 3.1803
40 C 0.6656 0.5299 4.3342
41 C -0.5294 0.3639 5.0403
42 C -1.4910 -0.5331 4.5676
43 C -1.2669 -1.2582 3.4052
44 H -0.6416 -2.5817 1.2123
45 H 1.1345 -2.3510 1.3477
46 H 1.8536 -0.1200 2.6472
47 H 1.4268 1.2193 4.6903
48 H -0.6905 0.9235 5.9615
49 H -2.4184 -0.6830 5.1307
50 H -2.0140 -1.9712 3.0242